# 1
The following is a DFT calculation (the ωB97M-V functional and the def2-TZVPD basis) of a 2-piece molecular cluster, C12H23N3O6 overall at a distorted geometry.

Results
2S+1: 1
Charge: 0

Element x y z (Å)
O (3.20507, 3.04805, -1.02888)
O (-5.17996, -2.79436, -4.14217)
O (0.13203, 0.78548, 1.46305)
O (4.80370, 1.95756, 3.00748)
O (0.99798, -1.18515, 1.21083)
O (-5.58872, -4.99501, -3.80846)
C (2.21406, 3.35815, -0.38352)
C (-5.32794, -3.73764, -3.38710)
C (1.14188, 0.05512, 1.33444)
C (4.25173, 2.41269, 2.00924)
N (4.91169, 3.21412, 1.16599)
N (1.99935, 3.01736, 0.88519)
C (1.12816, 4.18318, -1.02999)
C (6.30177, 3.63010, 1.32805)
C (-5.22174, -3.48766, -1.88237)
C (-3.78208, -3.15835, -1.42055)
C (-3.71705, -2.94061, 0.10806)
C (2.57190, 0.63066, 1.28338)
C (-2.28186, -2.99105, 0.67739)
C (2.76114, 2.09151, 1.74609)
N (-1.56988, -1.69029, 0.60501)
H (-5.63110, -4.94099, -4.77668)
H (4.42767, 3.46672, 0.31163)
H (1.09623, 3.26955, 1.25337)
H (1.39803, 4.37116, -2.06798)
H (1.02895, 5.12666, -0.49750)
H (0.19098, 3.63088, -0.98822)
H (6.94159, 2.74770, 1.37951)
H (6.60767, 4.25088, 0.48554)
H (6.40816, 4.19436, 2.25564)
H (-5.89140, -2.66206, -1.62619)
H (-5.58112, -4.38148, -1.36480)
H (-3.42112, -2.26175, -1.93706)
H (-3.12572, -3.99111, -1.69865)
H (-4.28415, -3.74398, 0.59224)
H (-4.20210, -1.99529, 0.37636)
H (2.94545, 0.53542, 0.26287)
H (3.19851, -0.00497, 1.91136)
H (-1.71423, -3.76633, 0.14396)
H (-2.33488, -3.30821, 1.72829)
H (2.29797, 2.14694, 2.73152)
H (-1.56799, -1.31410, -0.33847)
H (-0.56915, -1.78205, 0.89043)
H (-1.96947, -0.99180, 1.23167)

These are the natural (NBO) partial charges, in e, on atoms 1 to 8: number 1, O, carries -0.672; number 2, O, carries -0.596; number 3, O, carries -0.800; number 4, O, carries -0.654; number 5, O, carries -0.810; number 6, O, carries -0.671; number 7, C, carries 0.679; number 8, C, carries 0.790


# 2
The following is a DFT calculation (the ωB97M-V functional and the def2-TZVPD basis) of a 3-piece molecular cluster, C12H23N4O5S overall.

Results
2S+1: 1
Charge: -1

Element x y z (Å)
C (0.02975, 0.92321, -0.03724)
C (0.36262, -0.27173, -0.93618)
S (1.15113, -1.67695, -0.08059)
C (2.30718, -0.87926, 1.08776)
N (3.68813, -1.31978, 0.93230)
C (4.52447, -0.45587, 0.11838)
O (3.84552, -0.32231, -1.17442)
C (3.64378, 0.85832, -1.63668)
N (3.35805, 1.90285, -2.03628)
C (4.92898, 0.89814, 0.78461)
O (4.04719, 1.50542, 1.41919)
O (6.13531, 1.17616, 0.63478)
H (0.93653, 1.49707, 0.15681)
H (-0.65218, 1.58424, -0.57382)
H (-0.40668, 0.60122, 0.90132)
H (-0.52925, -0.69914, -1.37034)
H (1.00745, 0.05654, -1.75229)
H (1.97808, -1.16879, 2.08513)
H (2.19973, 0.20101, 1.02890)
H (4.11984, -1.37872, 1.84436)
H (5.45047, -0.98829, -0.08995)
C (-1.09553, -3.78496, -4.61112)
C (-1.13951, -3.17557, -3.22720)
O (-0.58500, -2.12736, -2.96177)
N (-1.82512, -3.85236, -2.26272)
C (-2.54082, -5.10293, -2.38002)
H (-0.51196, -3.12792, -5.24841)
H (-0.62242, -4.76755, -4.58808)
H (-2.09983, -3.88326, -5.02625)
H (-1.79910, -3.39751, -1.36221)
H (-3.59366, -4.96790, -2.12156)
H (-2.11665, -5.85013, -1.70580)
H (-2.48139, -5.48195, -3.39534)
C (-1.84538, 4.57330, 1.97612)
C (-2.21577, 3.18912, 2.45840)
O (-1.84905, 2.18896, 1.87495)
N (-2.97968, 3.10033, 3.58810)
C (-3.49592, 4.17505, 4.40693)
H (-1.23996, 4.46553, 1.08150)
H (-2.73734, 5.15436, 1.73590)
H (-1.26574, 5.10597, 2.73102)
H (-3.18617, 2.15161, 3.85681)
H (-3.11737, 4.09517, 5.42833)
H (-4.58733, 4.14030, 4.44310)
H (-3.19540, 5.13637, 4.00356)

These are the natural (NBO) partial charges, in e, on atoms 1 to 8: number 1, C, carries -0.620; number 2, C, carries -0.517; number 3, S, carries 0.118; number 4, C, carries -0.370; number 5, N, carries -0.652; number 6, C, carries 0.158; number 7, O, carries -0.495; number 8, C, carries 0.579


# 3
The following is a DFT calculation (the ωB97M-V functional and the def2-TZVPD basis) of one molecule with the formula C12H23NO6 at a distorted geometry.

Results
2S+1: 1
Charge: 0

Element x y z (Å)
C (6.27257, 1.34594, 0.37070)
C (5.10094, 0.76395, -0.41408)
O (4.01908, 0.42517, 0.43894)
C (3.19533, -0.55334, -0.19670)
C (1.79867, -0.54370, 0.38487)
C (0.90883, -1.44226, -0.48760)
C (-0.22826, -2.12575, 0.30487)
C (-1.63682, -1.81435, -0.20553)
C (-2.10415, -0.36567, -0.14894)
C (-3.38471, -0.33585, -1.08166)
N (-4.58567, 0.26133, -0.50889)
C (-4.66782, 1.72700, -0.66210)
O (-1.25469, 0.60437, -0.78942)
C (-1.24300, 1.78618, -0.14759)
O (-0.65700, 2.68929, -0.47980)
O (-2.04691, 1.66668, 0.94466)
C (-2.21573, 0.30843, 1.21403)
O (-3.31416, -0.01313, 1.97451)
O (-1.09449, 0.05379, 2.06337)
H (6.78863, 2.08657, -0.23483)
H (6.99878, 0.56646, 0.58564)
H (5.95618, 1.78082, 1.31347)
H (4.77146, 1.49408, -1.16008)
H (5.44813, -0.14122, -0.91888)
H (3.67053, -1.53093, -0.05946)
H (3.16223, -0.32670, -1.26603)
H (1.43524, 0.47730, 0.43117)
H (1.86979, -0.98747, 1.37518)
H (1.56621, -2.21762, -0.88459)
H (0.55213, -0.89158, -1.35160)
H (-0.08308, -1.93430, 1.36089)
H (-0.08973, -3.19996, 0.18051)
H (-1.66709, -2.13633, -1.24352)
H (-2.38143, -2.42328, 0.30137)
H (-3.14278, 0.15120, -2.02949)
H (-3.64979, -1.35615, -1.34165)
H (-5.40596, -0.13269, -0.94481)
H (-5.63834, 2.06494, -1.01013)
H (-3.85160, 2.09714, -1.28410)
H (-4.51063, 2.17626, 0.31739)
H (-3.29987, 0.64629, 2.68580)
H (-1.36106, -0.70090, 2.60412)

These are the natural (NBO) partial charges, in e, on atoms 1 to 8: number 1, C, carries -0.628; number 2, C, carries -0.059; number 3, O, carries -0.545; number 4, C, carries -0.050; number 5, C, carries -0.409; number 6, C, carries -0.403; number 7, C, carries -0.401; number 8, C, carries -0.403


# 4
The following is a DFT calculation (the ωB97M-V functional and the def2-TZVPD basis) of C12H24AuN4O2Ta as an isolated structure at a distorted geometry.

Results
2S+1: 1
Charge: +2

Element x y z (Å)
N (-1.90918, -0.49336, 1.27694)
C (-2.96488, -1.01670, 1.59475)
O (-3.99929, -1.47088, 1.93295)
Au (-2.08970, 2.72920, 3.07950)
Ta (-0.02507, -0.01576, 1.21973)
N (0.26293, 1.68225, 0.32130)
N (0.82959, -1.46986, 0.22348)
C (-0.35691, 2.45553, -0.73445)
C (0.20554, -2.44745, -0.68830)
C (-0.05023, 3.93660, -0.56897)
C (0.22293, 2.01170, -2.07486)
C (-1.86415, 2.25637, -0.71184)
C (-0.46059, -3.51872, 0.15944)
C (1.24414, -3.10768, -1.58062)
C (-0.82554, -1.76562, -1.57513)
H (-0.36214, 4.29391, 0.41526)
H (-0.61192, 4.47528, -1.33768)
H (1.01291, 4.14236, -0.71602)
H (1.31042, 2.14426, -2.09124)
H (-0.22590, 2.63055, -2.86014)
H (-0.00021, 0.96245, -2.29521)
H (-2.17198, 1.20792, -0.79500)
H (-2.28537, 2.80817, -1.56477)
H (-2.29196, 2.65361, 0.22020)
H (0.26636, -3.99494, 0.82400)
H (-0.88635, -4.29007, -0.49228)
H (-1.26278, -3.11114, 0.77989)
H (1.94132, -3.73508, -1.01995)
H (1.80472, -2.36153, -2.14701)
H (0.72316, -3.75231, -2.29535)
H (-1.26474, -2.53333, -2.22838)
H (-0.33517, -1.03529, -2.22794)
H (-1.62986, -1.27893, -1.01141)
C (1.66096, 2.01729, 0.63806)
H (2.11013, 1.31389, 1.36647)
H (2.28820, 2.02207, -0.26497)
H (1.71370, 3.01577, 1.09237)
C (2.18549, -1.76688, 0.70782)
H (2.47399, -1.07165, 1.50725)
H (2.28033, -2.78538, 1.11523)
H (2.92766, -1.64933, -0.09603)
O (-0.08138, 0.00992, 5.47276)
C (0.12616, -0.02797, 4.31079)
N (0.36469, -0.06925, 3.11941)

These are the natural (NBO) partial charges, in e, on atoms 1 to 8: number 1, N, carries -0.937; number 2, C, carries 0.939; number 3, O, carries -0.379; number 4, Au, carries 0.904; number 5, Ta, carries 2.281; number 6, N, carries -0.726; number 7, N, carries -0.735; number 8, C, carries 0.098


Computed relative energy (zero: lowest compared OMol25 entry of this formula, charge and spin) (kJ/mol) in order:
0.0 0.0 88.7 106.9